Density functional theory data (ωB97M-V with the def2-TZVPD basis set) for a molecular structure, C51H52AsN5O7SY.

XYZ file:
```
118
Properties=species:S:1:pos:R:3:forces:R:3:mulliken_charge:R:1
Y -0.526610 -1.772329 0.122811 -2.0 0.5 -1.3 -1.462
As 0.110966 1.696670 1.035027 -0.1 -0.3 -0.5 1.604
S 2.563623 -2.803818 0.593935 0.0 0.2 0.2 1.401
O 2.878385 -4.088897 1.159372 0.1 0.0 0.1 -0.814
O -0.694635 0.598146 0.025732 0.4 0.3 0.5 1.794
O 0.190380 -1.165636 -1.911300 0.1 -0.1 -0.4 1.205
O -0.437718 -1.607294 4.374731 -0.1 0.0 0.1 -0.750
O -0.972573 -1.293247 2.214940 0.2 -0.2 0.7 -0.276
O -2.544996 -1.206027 -1.092136 -0.1 0.2 0.0 -1.427
O 2.382120 -2.711635 -0.840438 0.0 -0.1 0.0 -0.814
N -0.335486 -3.936841 -1.087573 0.2 -0.3 0.1 -0.003
N -2.492267 -3.175243 0.859137 0.0 -0.2 0.2 0.301
N 1.275176 -2.125884 1.261492 1.2 -0.8 1.1 1.502
N -2.778330 0.735302 -2.804657 0.1 0.2 -0.2 0.090
N 0.192764 1.161204 -2.962439 -0.1 0.2 0.0 0.635
C -1.471847 1.350018 3.375116 0.1 0.0 0.1 -0.409
C -4.962753 -0.617099 1.514536 -0.1 0.0 0.1 -0.595
C 1.228021 -1.404779 -5.375997 0.0 0.1 0.0 -1.551
C 2.328599 2.390989 -0.439899 0.4 0.0 -0.2 0.056
C 5.120225 -0.750113 2.981846 -0.1 -0.2 -0.1 -1.143
C -5.116650 1.161418 -0.027930 0.0 0.1 0.0 -0.407
C 0.223003 -4.109066 -2.215982 0.0 0.2 -0.2 -0.323
C -0.827616 -4.974298 1.160037 0.1 0.0 0.0 0.366
C -6.622921 1.234199 2.002013 0.0 0.0 0.0 -1.787
C -3.507755 -2.554062 1.291965 -0.1 0.2 -0.1 -0.664
C -0.492719 5.796197 0.352488 0.0 0.0 0.0 -0.873
C -0.597021 3.406470 0.557501 -0.2 0.1 -0.1 0.491
C -3.973625 -1.249161 0.804925 0.1 -0.2 0.1 1.212
C -0.378965 2.508229 -2.983763 0.1 -0.2 0.1 0.390
C 4.317281 1.251410 1.676206 -0.1 -0.1 0.0 -0.075
C 3.767643 -1.610619 1.062197 0.0 0.3 -0.1 -1.132
C -0.513929 -5.194807 -0.312731 0.0 0.2 -0.1 -1.432
C -2.243018 -4.503840 1.439966 0.0 0.1 -0.1 -1.385
C 5.735336 1.511330 3.761213 0.0 0.0 0.0 -1.656
C -2.423187 1.374564 -4.073973 0.0 -0.2 0.1 -1.220
C 5.036669 0.575430 2.818373 -0.1 0.1 0.0 0.405
C -3.710079 1.178833 -2.010129 -0.1 0.0 0.1 0.094
C 0.554855 -3.101618 -3.239948 0.0 -0.2 0.2 0.907
C -0.192786 -1.681015 3.188640 -0.1 0.3 -0.3 -0.001
C -1.707867 1.440694 4.734822 0.0 0.0 0.0 -0.809
C 3.635598 2.399004 -1.118788 -0.3 0.0 0.1 -1.440
C 0.830180 -0.854710 -4.129838 0.1 0.3 -0.2 0.556
C -1.821108 5.819509 -0.049443 0.0 0.0 0.0 -0.797
C -1.571703 2.635375 -3.937499 0.0 0.1 0.0 -0.752
C -3.475563 -0.664348 -0.407582 0.1 -0.3 0.0 1.375
C 3.532809 -0.286742 0.381683 0.1 -0.1 0.2 0.069
C 1.749210 -3.365761 -6.870815 0.0 0.0 0.0 -1.548
C 0.960372 -3.570885 -4.465749 0.1 -0.1 -0.2 -1.075
C 4.453390 -1.796479 2.190493 0.2 0.2 0.2 -0.367
C -4.101107 0.553487 -0.813246 -0.1 0.2 -0.1 -0.127
C 1.310439 -2.751939 -5.567641 0.0 -0.1 0.1 0.422
C 0.121523 4.589302 0.664176 -0.1 0.1 0.0 -0.590
C 4.688708 1.638216 -0.814295 0.1 -0.1 0.1 -1.294
C 4.771100 0.646257 0.306357 -0.1 0.1 0.0 0.342
C -0.675955 1.776473 5.603314 0.0 0.0 0.0 -0.796
C 1.983060 1.689317 0.647276 0.2 -0.2 0.1 0.042
C 2.878758 0.717728 1.379344 0.0 0.1 -0.2 -0.756
C 0.617572 0.535212 -4.024814 0.1 -0.1 -0.1 0.012
C -1.934641 3.426453 0.170429 0.0 0.2 0.0 -0.336
C 0.598012 2.032310 5.120599 0.0 0.0 0.0 -0.901
C 0.512242 -1.690293 -3.026258 0.0 -0.2 0.3 0.099
C -0.189650 1.601325 2.899937 0.0 -0.1 0.1 0.973
C -2.544903 4.635681 -0.132791 0.0 0.0 0.0 -0.510
C 0.847655 1.950416 3.756328 -0.1 0.0 0.2 -0.505
C -5.553712 0.613706 1.142273 0.0 -0.1 0.1 0.069
C 1.151940 -2.247467 2.728554 0.2 0.1 -0.3 -0.720
H -2.262677 1.051911 2.699884 0.0 0.0 0.0 0.446
H 2.716780 -3.860266 -6.768311 0.0 0.0 0.0 0.338
H 6.307102 0.975795 4.516664 0.0 0.0 0.0 0.429
H 3.002679 -0.423190 -0.557834 0.0 0.0 0.0 0.262
H 1.017478 -4.648805 -4.596495 0.0 0.0 0.0 0.515
H 4.402184 2.334766 1.757293 0.0 0.0 0.0 0.620
H -2.438748 -4.486365 2.514767 0.0 0.0 0.0 0.587
H 0.066532 6.719037 0.431956 0.0 0.0 0.0 0.436
H -2.943781 -5.210876 0.986277 0.0 0.0 0.0 0.430
H -3.589248 4.657952 -0.420524 0.0 0.0 0.0 0.498
H -0.092002 -4.294482 1.600330 0.0 0.0 0.0 -0.517
H -0.865529 1.826256 6.667618 0.0 0.0 0.0 0.413
H 1.153780 4.580526 0.990602 0.0 0.0 0.0 0.427
H 4.463200 -2.798220 2.605598 0.0 0.0 0.0 0.494
H 2.373138 0.256199 2.223215 0.0 0.0 0.0 0.076
H -5.315706 -1.101889 2.422031 0.0 0.0 0.0 0.444
H 1.577947 3.019506 -0.906076 0.0 0.0 0.0 0.593
H 0.402725 -5.779560 -0.399740 0.0 0.0 0.0 0.668
H 1.234027 -3.284911 3.061701 0.0 0.0 0.0 0.568
H 5.012494 2.157832 4.268793 0.0 0.0 0.0 0.322
H -7.489262 0.576745 2.093757 0.0 0.0 0.0 0.387
H 5.737157 0.148257 0.326570 0.0 0.0 0.0 0.689
H -6.966137 2.179576 1.583076 0.0 0.0 0.0 0.379
H -6.255332 1.431654 3.010576 0.0 0.0 0.0 0.341
H -2.184358 3.471644 -3.591511 0.0 0.0 0.0 0.481
H -2.693359 1.223177 5.124845 0.0 0.0 0.0 0.436
H 5.697963 -1.107021 3.826786 0.0 0.0 0.0 0.352
H 0.057262 0.587868 -2.117661 0.0 0.0 0.0 -1.110
H -0.693460 2.702095 -1.961519 0.0 0.0 0.0 -0.829
H 0.388024 3.242628 -3.233468 0.0 0.0 0.0 0.538
H 1.469240 -0.726931 -6.190234 0.0 0.0 0.0 0.408
H -0.679337 -5.925216 1.675164 0.0 0.0 0.0 0.502
H 6.411958 2.174655 3.214391 0.0 0.0 0.0 0.364
H 1.399217 2.287582 5.801559 0.0 0.0 0.0 0.461
H 1.035737 -4.113150 -7.221093 0.0 0.0 0.0 0.368
H -1.236475 2.901429 -4.942780 0.0 0.0 0.0 0.443
H -1.901227 0.616428 -4.655383 0.0 0.0 0.0 0.428
H -1.325605 -5.768329 -0.769217 0.0 0.0 0.0 0.410
H 1.842419 2.157528 3.378922 0.0 0.0 0.0 0.424
H 5.580143 1.756618 -1.421256 0.0 0.0 0.0 0.442
H 1.844900 -2.608039 -7.647739 0.0 0.0 0.0 0.370
H 0.498893 -5.126160 -2.513814 0.0 0.0 -0.1 0.355
H -5.550632 2.094815 -0.378434 0.0 0.0 0.0 0.367
H -4.217819 2.091929 -2.317969 0.0 0.0 0.0 0.514
H -2.492465 2.499979 0.105654 0.0 0.0 0.0 -0.115
H 0.754729 1.143500 -4.917943 0.0 0.0 0.0 0.516
H 3.726960 3.084869 -1.953208 0.0 0.0 0.0 0.480
H -2.296610 6.763057 -0.283835 0.0 0.0 0.0 0.442
H -2.325613 -0.130277 -2.472342 0.0 0.0 0.0 -0.108
H -3.337950 1.603190 -4.620138 0.0 0.1 0.0 0.523
H -4.116841 -2.989537 2.091522 -0.1 0.0 0.0 0.343
H 1.941541 -1.700728 3.256820 0.0 0.0 0.0 0.461
```
Positions in Å, forces in eV/Å.

Summary:
Maximum force (Eh/bohr): 0.0472
Net charge: +1



Density functional theory data (ωB97M-V with the def2-TZVPD basis set) for a single C3H9NOS2 molecule.

XYZ file:
```
16
Properties=species:S:1:pos:R:3:forces:R:3:mulliken_charge:R:1
S 2.068442 -2.178570 0.749313 -0.2 0.6 -0.2 -0.335
S 1.052657 -0.527758 0.595000 0.0 0.1 -0.8 0.789
O 1.772977 0.744386 0.350343 -0.9 -1.2 0.7 -0.677
N -0.202450 1.856402 -1.491923 -0.5 -0.7 -4.1 -0.532
C -0.028962 -0.543858 2.016685 -0.4 -2.2 1.4 -0.985
C -0.207711 -0.684557 -0.776762 0.1 1.5 2.1 -0.749
C -0.882855 0.673363 -1.104881 -1.9 -1.0 3.1 -0.539
H 0.612113 2.014913 -0.956722 1.1 0.1 0.4 0.302
H -0.865565 0.178963 1.988317 0.4 -0.5 -0.2 0.315
H -0.941055 -1.446816 -0.474979 0.4 0.2 -0.2 0.370
H 0.526587 -0.447808 2.962881 0.2 0.6 -0.6 0.369
H 0.003010 1.748688 -2.555938 0.1 0.7 2.7 0.260
H -0.300080 -1.695680 2.125833 -0.1 2.6 -0.7 0.352
H 0.424182 -0.963758 -1.531091 1.4 -1.3 -2.2 0.481
H -1.675237 0.371955 -1.827371 0.3 0.7 0.5 0.357
H -1.356053 0.900135 -0.068704 -0.1 -0.1 -1.7 0.221
```
Positions in Å, forces in eV/Å.

Summary:
Relative energy (zero: lowest compared OMol25 entry of this formula, charge and spin) (kcal per mole): 52.9
Maximum force (Eh/bohr): 0.0818
SMILES string: C[S@@](=O)(=S)CCN



Density functional theory data (ωB97M-V with the def2-TZVPD basis set) for a single C3H3NO2 molecule.

XYZ file:
```
9
Properties=species:S:1:pos:R:3:forces:R:3:mulliken_charge:R:1
O -2.402003 0.475653 0.350437 -0.2 -0.6 0.2 -0.483
O 2.422586 0.120582 -0.172222 0.8 0.3 0.5 -0.482
N -0.663211 -0.802747 -0.310221 0.0 0.8 -0.6 -0.374
C 1.238759 0.847458 -0.212986 -0.1 -0.4 -0.6 -0.463
C -1.942568 -0.630617 0.185252 -0.5 0.2 0.2 0.122
C 0.190184 0.074314 -0.237143 -0.2 -0.2 -0.2 0.661
H 2.427055 -0.427252 0.619544 0.2 0.1 0.1 0.318
H 1.243664 1.901713 -0.478704 0.1 -0.4 0.1 0.335
H -2.514469 -1.559108 0.256044 0.0 0.0 0.2 0.366
```
Positions in Å, forces in eV/Å.

Summary:
Relative energy (zero: lowest compared OMol25 entry of this formula, charge and spin) (kcal per mole): 80.9
Maximum force (Eh/bohr): 0.0202
SMILES string: O=CN=C=CO



Density functional theory data (ωB97M-V with the def2-TZVPD basis set) for a single C4H10O2 molecule.

XYZ file:
```
16
Properties=species:S:1:pos:R:3:forces:R:3:mulliken_charge:R:1
O 0.055159 -0.312626 1.578046 0.1 0.0 0.1 -0.622
O 2.183465 0.281554 0.208269 0.2 0.0 0.0 -0.585
C -0.728757 1.410246 0.078775 0.1 0.1 0.0 -1.562
C 1.100919 -0.295801 -0.523570 -0.2 -0.1 -0.2 -0.771
C -1.265120 -1.001838 -0.321152 0.0 0.0 0.0 -1.576
C -0.219248 -0.029312 0.217565 -0.1 0.0 -0.3 1.540
H -1.334908 -0.909326 -1.412328 0.0 0.0 0.2 0.338
H -1.035151 1.633642 -0.950112 0.1 -0.1 0.1 0.325
H -2.255538 -0.792401 0.093854 0.2 0.0 0.0 0.390
H -0.994975 -2.034896 -0.081633 0.0 0.1 0.0 0.389
H 0.027107 2.141112 0.384137 0.0 -0.1 0.0 0.343
H 1.080882 0.129429 -1.532158 0.0 0.0 0.1 0.283
H 0.960281 0.038884 1.673223 -0.3 -0.1 0.4 0.398
H -1.602014 1.539894 0.728127 0.2 -0.1 -0.1 0.383
H 1.222915 -1.384843 -0.589718 0.1 0.2 -0.1 0.407
H 2.804981 -0.413714 0.448677 -0.1 0.1 -0.1 0.322
```
Positions in Å, forces in eV/Å.

Summary:
Relative energy (zero: lowest compared OMol25 entry of this formula, charge and spin) (kcal per mole): 12.7
Maximum force (Eh/bohr): 0.0101
SMILES string: CC(C)(O)CO



Number 1: HOMO-LUMO gap 0.2562 Eh. Number 2: HOMO-LUMO gap 0.3590 Eh. Number 3: HOMO-LUMO gap 0.3165 Eh. Number 4: HOMO-LUMO gap 0.3968 Eh.